1.
The molecule C4H9NO, computed with ωB97M-V with the def2-TZVPD basis set.

Structure (XYZ):
```
15
Properties=species:S:1:pos:R:3:forces:R:3
C -2.288817 -0.475717 0.819781 -0.039 0.040 0.060
C -1.022709 -0.761732 0.057906 0.115 0.056 -0.029
C 0.013216 0.088395 -0.064202 -0.066 -0.237 -0.099
O 0.131870 1.251978 0.637478 -0.165 -0.006 0.115
N 1.051156 -0.051250 -0.962104 -0.137 -0.074 -0.088
C 2.373687 0.501797 -0.758055 0.142 0.098 0.058
H -3.168818 -0.710902 0.208539 0.126 0.018 0.107
H -2.377250 -1.057048 1.747485 0.018 0.075 -0.130
H -2.391811 0.584825 1.089849 0.034 -0.163 -0.053
H -0.506641 1.220394 1.359998 0.073 0.053 -0.088
H -0.967546 -1.698611 -0.489742 0.022 0.140 0.038
H 0.993848 -0.875017 -1.538902 -0.051 0.112 0.087
H 2.704460 1.041614 -1.653137 -0.020 -0.088 0.149
H 2.337641 1.211800 0.068562 0.051 -0.105 -0.138
H 3.117713 -0.270525 -0.523457 -0.103 0.081 0.010
```
Positions in Å, forces in eV/Å.

Properties
energy above the lowest of the compared OMol25 structures with the same formula, charge and spin: 145.9 kJ/mol
SMILES: C/C=C(\O)NC
calculated total energy: -287.7769 Ha
E_LUMO: 0.90 eV
HOMO level: -7.443 eV
HOMO-LUMO gap: 0.3067 hartree

***

2.
The molecule C4H9NO at a distorted geometry, computed with ωB97M-V with the def2-TZVPD basis set.

Structure (XYZ):
```
15
Properties=species:S:1:pos:R:3:forces:R:3
C -1.126895 -1.544950 -0.698501 -0.129 0.135 -0.140
C -0.081536 -0.992558 0.239406 -0.211 0.368 0.239
N 0.001101 0.383579 0.329689 0.609 0.696 0.838
C 0.071401 1.198411 -0.904583 0.205 -1.034 1.146
C 0.951302 0.838387 1.407091 -0.989 -0.664 -1.522
O 0.571061 -1.719267 0.967188 -0.198 -0.071 -0.127
H -0.689685 -1.770135 -1.670503 0.069 -0.282 0.020
H -1.510274 -2.446056 -0.216165 0.059 0.024 -0.326
H -1.946915 -0.845715 -0.887160 0.116 -0.077 0.201
H 1.058553 0.988846 -1.361508 -0.605 0.227 -0.397
H 0.057981 2.235091 -0.582105 -0.236 0.132 -0.287
H -0.798992 0.931452 -1.511629 0.481 0.344 -0.271
H 1.938070 0.636657 0.982650 0.326 0.280 0.709
H 0.777017 1.891298 1.641464 0.096 -0.149 -0.227
H 0.727811 0.214958 2.264666 0.406 0.070 0.146
```
Positions in Å, forces in eV/Å.

Properties
energy above the lowest of the compared OMol25 structures with the same formula, charge and spin: 86.2 kJ/mol
SMILES: CC(=O)N(C)C
calculated total energy: -287.7996 Ha
E_LUMO: 0.92 eV
HOMO level: -9.252 eV
HOMO-LUMO gap: 0.3738 hartree

***

3.
The molecule C4H9NO, computed with ωB97M-V with the def2-TZVPD basis set.

Structure (XYZ):
```
15
Properties=species:S:1:pos:R:3:forces:R:3
C 0.859449 -1.025382 0.624903 0.135 -0.282 0.022
N 0.191178 0.251470 0.513920 -0.146 -0.020 0.089
C 1.030701 1.424734 0.400419 0.250 0.320 0.091
C -1.069759 0.391805 -0.040759 0.081 0.236 -0.080
O -1.702283 1.423558 0.085241 0.161 -0.230 -0.147
C -1.498328 -0.700093 -0.986551 -0.133 -0.127 -0.007
H 1.672182 -0.938311 1.351260 -0.131 0.081 -0.039
H 0.173279 -1.779083 1.016945 0.068 0.067 -0.111
H 1.310571 -1.404984 -0.303098 -0.135 0.113 -0.061
H 1.950369 1.292370 0.969635 -0.053 -0.082 0.023
H 0.518991 2.303762 0.782629 -0.055 -0.032 -0.056
H 1.298417 1.598632 -0.652701 0.049 0.081 0.145
H -2.533441 -0.565247 -1.289452 0.025 0.037 0.104
H -1.345123 -1.708022 -0.605194 -0.004 0.027 -0.032
H -0.856203 -0.565209 -1.867197 -0.113 -0.186 0.061
```
Positions in Å, forces in eV/Å.

Properties
energy above the lowest of the compared OMol25 structures with the same formula, charge and spin: 87.4 kJ/mol
SMILES: CC(=O)N(C)C
calculated total energy: -287.7992 Ha
E_LUMO: 0.88 eV
HOMO level: -9.097 eV
HOMO-LUMO gap: 0.3667 hartree